103
Properties=species:S:1:pos:R:3:forces:R:3 method="wB97M-V/def2-TZVPD" e_homo_ev="-1.527 / -4.416" s2=6.299 spin_multiplicity=5 e_tot_ev=-171946.02883 total_charge=-1 orbital_gap_ev="3.3914 / 6.2552"
Cr -0.5032 -0.7489 0.2252 -1.2 -0.2 1.0
N 1.2534 -3.3806 -0.4590 0.0 -0.4 0.0
C 1.8145 -2.6670 0.5996 -0.8 0.9 0.1
C 2.9880 -3.1489 1.1563 0.5 -0.1 0.7
C 3.6281 -2.4416 2.1682 -1.1 0.2 -0.4
C 2.9895 -1.2862 2.6230 0.7 -0.5 0.0
C 1.8074 -0.8942 2.0500 -0.6 0.0 -0.3
N 1.2106 -1.5212 1.0002 2.5 -1.2 0.7
C -0.0993 -3.6129 -0.6492 -0.4 0.9 0.6
C -0.5055 -4.8025 -1.2380 -0.7 -0.6 -0.3
C -1.8636 -5.0911 -1.3454 0.6 0.9 0.5
C -2.7638 -4.1567 -0.8226 0.1 -0.7 -0.3
C -2.2893 -2.9834 -0.2953 0.5 0.4 0.0
N -0.9731 -2.6659 -0.2372 -0.1 -2.0 -0.8
H 1.8425 -4.1355 -0.7875 -0.1 0.2 0.0
H 3.3983 -4.0807 0.7928 0.0 0.0 -0.1
H 4.5478 -2.7976 2.6071 0.1 0.0 0.0
H 3.3944 -0.7052 3.4365 0.0 0.1 0.1
H 1.2589 -0.0588 2.4662 -0.1 0.1 0.0
H 0.2396 -5.5160 -1.5629 0.0 0.0 0.0
H -2.2028 -6.0167 -1.7860 0.0 0.0 0.0
H -3.8248 -4.3476 -0.8313 -0.1 0.1 0.0
H -2.9639 -2.2324 0.0881 0.0 0.1 0.0
O 0.5307 1.9598 5.1796 0.2 0.0 0.2
S -0.6444 1.8965 4.3330 -0.5 -0.6 0.0
O -1.0073 3.1661 3.7399 0.1 0.3 0.0
N -0.4870 0.7275 3.1881 0.8 1.6 0.6
C -1.3287 -0.2624 3.4548 -1.4 -0.8 1.1
S -1.3696 -1.6882 2.5332 0.3 -0.4 -1.1
C -2.2278 -0.0797 4.5538 0.5 -0.2 -0.8
C -3.2634 -0.9220 4.9769 -0.3 -0.1 0.3
C -4.0587 -0.5148 6.0236 0.0 -0.2 -0.2
C -3.8524 0.7212 6.6430 0.1 0.4 0.3
C -2.8235 1.5647 6.2251 -0.1 0.2 0.2
C -2.0222 1.1492 5.1966 0.7 0.1 -0.6
H -3.4355 -1.8545 4.4612 0.0 -0.1 0.0
H -4.8606 -1.1532 6.3748 0.0 0.0 0.0
H -4.4949 1.0272 7.4543 -0.1 0.1 0.1
H -2.6638 2.5271 6.6897 0.0 0.1 0.1
C 3.6069 3.7504 -4.3746 -0.1 0.0 0.0
C 3.3764 2.4165 -4.6661 0.1 0.1 -0.2
C 2.8360 1.5776 -3.7099 -0.1 -0.3 0.3
C 2.5171 2.0471 -2.4362 -0.5 0.1 -0.2
C 2.7010 3.4059 -2.1776 -0.2 -0.3 0.4
C 3.2520 4.2431 -3.1288 0.1 0.1 -0.2
As 1.6619 0.8776 -1.0467 1.0 0.5 -0.4
C 2.5657 1.7485 0.4434 0.0 0.0 0.1
C 3.9339 1.9899 0.5169 0.2 -0.1 -0.2
C 4.4712 2.6545 1.6069 0.2 0.0 0.0
C 3.6471 3.0955 2.6323 -0.1 0.0 0.1
C 2.2793 2.8880 2.5584 0.1 0.1 0.1
C 1.7503 2.2279 1.4627 -0.3 -0.1 -0.3
C 2.7683 -0.6822 -1.5105 0.0 0.0 0.0
C 3.9291 -1.0882 -0.8686 0.1 0.2 0.0
C 4.6164 -2.2122 -1.3004 0.1 0.1 -0.1
C 4.1621 -2.9448 -2.3835 0.0 -0.1 -0.1
C 2.9859 -2.5709 -3.0143 0.0 0.0 -0.1
C 2.2941 -1.4603 -2.5680 -0.1 0.3 0.0
H 4.0495 4.4007 -5.1140 0.0 0.1 -0.1
H 3.6282 2.0283 -5.6443 0.0 -0.1 0.0
H 2.6804 0.5320 -3.9514 0.0 0.1 0.0
H 2.4259 3.8046 -1.2062 0.0 0.0 -0.1
H 3.4140 5.2865 -2.9005 0.0 0.1 0.1
H 4.5869 1.6856 -0.2948 0.0 0.0 0.0
H 5.5402 2.8332 1.6582 0.0 0.0 0.0
H 4.0715 3.6088 3.4849 0.0 0.0 0.0
H 1.6128 3.2132 3.3434 0.0 0.1 0.1
H 0.6766 2.0791 1.4131 0.0 0.0 0.1
H 4.2927 -0.5493 -0.0023 0.0 0.0 0.0
H 5.5160 -2.5195 -0.7864 0.1 0.0 0.1
H 4.7185 -3.8023 -2.7378 0.0 -0.1 0.0
H 2.6069 -3.1473 -3.8489 0.0 0.0 0.0
H 1.3567 -1.1889 -3.0382 0.0 0.0 -0.1
C -1.3396 -1.6087 -3.3221 0.1 0.1 0.0
C -1.8499 -0.2434 -3.7643 0.1 -0.1 0.1
C -0.7197 0.7689 -3.9423 -0.1 -0.2 0.1
C -2.8999 0.3283 -2.8421 0.2 -0.1 0.1
C -4.0530 0.7537 -3.4736 -0.4 0.2 0.1
C -5.0739 1.3955 -2.8000 -0.1 0.0 -0.1
C -4.8926 1.6566 -1.4529 -0.1 -0.1 -0.3
C -3.7653 1.2522 -0.7668 0.2 0.1 0.1
C -3.6820 1.6569 0.6875 0.1 -0.1 0.0
C -4.0372 0.4858 1.6045 0.0 0.2 -0.1
C -2.3213 2.2533 1.0329 0.0 -0.1 0.1
C -2.7206 0.5125 -1.4261 -1.9 0.4 -1.0
N -1.6974 0.0318 -0.7399 0.9 0.2 0.0
H -0.7232 -2.0565 -4.1022 0.2 -0.1 -0.1
H -2.1798 -2.2718 -3.1217 0.0 -0.1 0.0
H -0.7646 -1.4996 -2.4029 0.0 -0.1 -0.2
H -2.3275 -0.3788 -4.7436 0.0 0.0 0.1
H -0.3003 1.0295 -2.9698 0.0 0.0 -0.1
H -1.1040 1.6758 -4.4026 0.0 0.1 0.0
H 0.0577 0.3612 -4.5845 0.3 0.0 -0.1
H -4.1480 0.5811 -4.5404 0.0 0.0 0.0
H -5.9713 1.7056 -3.3154 -0.1 0.0 0.0
H -5.6593 2.2043 -0.9183 0.0 0.0 0.1
H -4.4366 2.4411 0.8395 0.1 -0.1 -0.1
H -3.2784 -0.2903 1.5236 0.0 0.0 0.1
H -4.9980 0.0557 1.3252 -0.2 0.0 0.0
H -4.0986 0.8133 2.6417 0.1 -0.1 0.1
H -1.5663 1.4609 1.0912 -0.3 0.5 0.1
H -2.3385 2.7681 1.9905 0.0 0.0 0.0
H -2.0172 2.9559 0.2580 0.1 0.2 -0.1

104
Properties=species:S:1:pos:R:3:forces:R:3 method="wB97M-V/def2-TZVPD" e_homo_ev=-0.762 spin_multiplicity=1 e_tot_ev=-99925.86342 total_charge=-2 orbital_gap_ev=3.8539
Rb 0.0273 -0.0525 0.0630 0.4 0.8 0.9
C -3.2692 1.2409 1.7077 0.0 0.0 0.0
C -3.1727 1.9777 3.0148 0.0 0.0 0.0
C -4.1840 1.8518 3.9603 0.0 0.0 0.0
C -4.1138 2.4951 5.1886 0.0 0.0 0.0
C -3.0169 3.2863 5.4854 0.0 0.0 0.0
C -2.0038 3.4304 4.5463 0.0 0.0 0.0
C -2.0631 2.7881 3.3137 -0.1 0.0 0.0
P -0.7552 2.9402 2.0396 0.1 -0.3 -0.1
C 0.6250 3.7211 2.9622 0.1 0.0 0.0
C 1.0248 5.0215 2.6646 0.0 0.0 0.0
C 2.1518 5.5777 3.2548 0.0 0.0 0.0
C 2.8968 4.8287 4.1522 0.0 0.0 0.0
C 2.5110 3.5281 4.4474 0.0 0.0 0.0
C 1.3868 2.9526 3.8630 0.0 0.0 0.0
C 1.0212 1.5324 4.1839 0.0 0.0 0.0
C -1.4112 4.2172 0.9553 0.0 0.1 0.0
C -2.3029 5.1826 1.4269 0.0 0.0 0.0
C -2.8723 6.1517 0.6205 0.0 0.0 0.0
C -2.5316 6.1243 -0.7501 0.0 0.0 0.0
C -1.6570 5.2072 -1.2520 0.0 0.0 0.0
C -0.9957 4.2087 -0.4356 -0.1 0.1 -0.1
C -0.0689 3.3580 -0.9959 0.0 -0.1 0.0
H -4.2485 0.7751 1.5946 0.0 0.0 0.0
H -2.5228 0.4436 1.6717 0.0 0.0 0.0
H -3.1002 1.9061 0.8578 0.0 0.0 0.0
H -5.0360 1.2216 3.7289 0.0 0.0 0.0
H -4.9122 2.3686 5.9108 0.0 0.0 0.0
H -2.9454 3.7918 6.4416 0.0 0.0 0.0
H -1.1471 4.0543 4.7748 0.0 0.0 0.0
H 0.4389 5.5945 1.9547 0.0 0.0 0.0
H 2.4465 6.5906 3.0044 0.0 0.0 0.0
H 3.7844 5.2470 4.6140 0.0 0.0 0.0
H 3.1031 2.9291 5.1315 0.0 0.0 0.0
H 1.7806 1.0587 4.8049 0.0 0.0 0.0
H 0.9268 0.9290 3.2790 0.0 0.0 0.0
H 0.0595 1.4620 4.6961 0.0 0.0 0.0
H -2.5747 5.1550 2.4777 0.0 0.0 0.0
H -3.5775 6.8712 1.0165 0.0 0.0 0.0
H -2.9745 6.8465 -1.4317 0.0 0.0 0.0
H -1.4211 5.2185 -2.3127 0.0 0.0 0.0
H 0.1634 3.4449 -2.0529 0.0 0.0 0.0
H 0.5306 2.6762 -0.4108 0.0 0.1 0.0
S 3.7904 -0.1949 2.2981 -0.1 -0.1 -0.1
C 3.4501 -1.6946 1.5839 0.2 0.0 0.0
N 3.5983 -1.8930 0.2528 -0.2 0.0 0.0
C 2.9736 -2.9859 -0.5038 0.1 0.0 -0.1
C 2.0136 -3.7603 0.3749 0.0 -0.1 -0.1
C 2.6628 -4.0179 1.7173 0.0 0.1 0.1
N 3.0671 -2.7491 2.3142 0.0 0.0 -0.1
H 3.8387 -1.0546 -0.2489 0.0 0.0 0.0
H 3.7594 -3.6522 -0.8813 0.0 0.0 0.0
H 2.4391 -2.5598 -1.3556 0.0 0.0 0.1
H 1.7336 -4.6938 -0.1148 0.1 0.0 0.0
H 1.0913 -3.2045 0.5179 0.0 0.1 0.1
H 3.5414 -4.6659 1.6109 0.0 0.0 0.0
H 1.9566 -4.4769 2.4076 0.0 0.0 0.0
H 2.6808 -2.5225 3.2184 -0.1 0.0 0.1
C 4.6789 1.6180 -1.9847 0.0 0.0 0.0
C 3.6699 1.4777 -1.0407 0.0 -0.1 0.0
N 2.4122 1.1840 -1.3696 0.1 0.0 0.0
C 2.1150 1.0657 -2.6578 0.0 -0.1 0.0
C 3.0591 1.1505 -3.6793 0.0 0.0 0.1
C 4.3725 1.4375 -3.3221 0.0 0.1 0.1
C 2.6550 0.9296 -5.0783 -0.1 0.1 0.0
C 3.2198 0.0874 -5.9384 0.1 -0.1 -0.1
C 4.2888 -0.8805 -5.6392 0.0 0.0 0.1
C 4.3875 -1.5434 -4.4166 0.1 -0.1 0.0
C 5.4114 -2.4594 -4.2790 -0.1 0.0 0.1
N 6.2831 -2.7176 -5.2544 0.1 0.0 0.0
C 6.0899 -2.0442 -6.3802 0.0 0.0 -0.1
N 5.1423 -1.1512 -6.6354 0.0 0.0 0.1
H 5.6848 1.8532 -1.6644 0.0 0.0 0.0
H 3.8745 1.5681 0.0201 0.0 0.0 0.0
H 1.0745 0.8560 -2.8931 0.0 0.0 0.0
H 5.1375 1.5203 -4.0857 0.0 0.0 0.0
H 1.8195 1.5282 -5.4294 0.0 0.0 0.0
H 2.8922 0.0659 -6.9714 0.0 0.0 0.0
H 3.6863 -1.3630 -3.6138 0.0 0.0 0.0
H 5.5336 -3.0116 -3.3535 0.0 0.0 0.0
H 6.7833 -2.2476 -7.1908 0.0 0.0 0.0
Te -0.3087 -2.2491 3.2669 0.0 0.0 0.2
C -1.5828 -3.6582 4.1816 0.0 0.1 -0.2
C -2.6981 -4.2798 3.6829 0.0 0.0 0.0
C -3.3139 -5.1762 4.5994 0.0 0.0 0.0
C -2.6647 -5.2374 5.7967 -0.1 -0.1 0.0
S -1.3028 -4.1909 5.7932 0.0 0.0 0.1
H -3.0581 -4.0916 2.6807 0.0 0.0 0.0
H -4.2052 -5.7485 4.3731 0.0 0.0 0.0
H -2.9279 -5.8350 6.6566 0.0 0.0 0.0
O -1.8463 -1.3277 -1.1832 -0.5 -0.1 -0.3
C -1.0442 -2.1127 -1.7170 0.0 -0.5 -0.4
O 0.1833 -2.2430 -1.4637 0.0 -0.1 -0.3
C -1.5990 -3.0247 -2.8182 0.0 0.0 0.0
C -2.9384 -2.9459 -3.1809 0.0 0.0 0.0
C -3.4492 -3.7731 -4.1713 0.0 0.0 0.0
C -2.6222 -4.6893 -4.8087 0.0 0.0 0.0
C -1.2825 -4.7725 -4.4509 0.0 0.0 0.0
C -0.7765 -3.9433 -3.4602 0.0 0.1 0.0
H -3.5575 -2.2242 -2.6635 0.0 0.0 0.0
H -4.4959 -3.7062 -4.4456 0.0 0.0 0.0
H -3.0213 -5.3388 -5.5797 0.0 0.0 0.0
H -0.6344 -5.4880 -4.9447 0.0 0.0 0.0
H 0.2618 -3.9867 -3.1554 0.0 0.0 0.0